The following is a quantum chemistry calculation of one molecule with the formula C7H13N in a non-equilibrium geometry, from OMol25.

Structure (ORCA input):
```
! wB97M-V def2-TZVPD RIJCOSX def2/J DEFGRID3
* xyz 0 1
N -0.0115 -0.6424 -0.5922
C 0.9831 -1.6938 -0.6901
C 0.0962 1.1143 -0.1241
C -0.1227 2.1357 -1.2100
C -0.9472 -0.6656 0.3700
C 1.4425 1.1996 0.5605
C -1.6140 -1.8633 0.9901
C -1.0638 0.6720 0.6508
H 2.2626 1.1229 -0.1598
H -2.6543 -1.6188 1.2190
H -1.8853 1.2568 1.0410
H 1.5321 2.1750 1.0550
H 0.0665 1.6831 -2.1883
H 0.5172 3.0172 -1.1190
H -1.1580 2.4909 -1.2372
H 1.5863 -1.5498 -1.5888
H 0.5062 -2.6797 -0.7474
H -1.1427 -2.1245 1.9424
H 1.6558 -1.7234 0.1780
H -1.6133 -2.7330 0.3291
H 1.5643 0.4267 1.3211
*
```

Values from the calculation:
SMILES = CC1=CC(C)(C)N1C
HOMO-LUMO gap = 8.31 eV

The following is a quantum chemistry calculation of a 2-piece molecular cluster, C7H13N overall in a non-equilibrium geometry, from OMol25.

Structure (ORCA input):
```
! wB97M-V def2-TZVPD RIJCOSX def2/J DEFGRID3
* xyz 0 1
N 1.2632 1.2529 -1.1004
C 0.1702 1.8072 -0.6663
C -0.0649 -1.0917 1.7539
C -0.8129 -1.0561 -1.4596
C 0.3265 0.4776 -0.2116
C 0.2515 1.3050 2.1464
C -0.3521 -0.8618 -2.8680
C 0.6759 0.1451 1.2716
H -0.3441 2.6778 -0.6529
H -0.5182 -1.9426 -1.0287
H 0.9748 2.1591 1.7424
H -1.0883 -0.9071 1.8087
H -0.7582 1.5214 1.9198
H -1.9051 -0.8431 -1.3248
H 0.5200 0.9431 3.1146
H 0.4101 -1.3246 2.7000
H 0.3327 -0.0615 -2.8360
H 0.0339 -1.8058 0.9750
H -1.1229 -0.5997 -3.5680
H 0.2657 -1.7548 -3.1949
H 1.7422 -0.0402 1.4787
*
```

Values from the calculation:
HOMO-LUMO gap = 9.36 eV

The following is a quantum chemistry calculation of one molecule with the formula C7H13N in a non-equilibrium geometry, from OMol25.

Structure (ORCA input):
```
! wB97M-V def2-TZVPD RIJCOSX def2/J DEFGRID3
* xyz 0 1
N 0.1780 0.7636 3.6159
C 1.2679 -1.0789 -3.9732
C -0.0753 1.1969 2.2333
C -0.9051 -0.5403 0.4593
C 0.2821 -0.8229 -1.6795
C -0.2461 0.0592 -0.8034
C 1.2078 -0.4377 -2.7905
C -1.3127 0.6575 1.4107
H 0.5869 -1.8790 -4.0633
H -0.3979 -0.0624 3.7820
H 1.0870 0.4490 3.7639
H 1.9235 -0.8429 -4.7155
H -1.7846 -1.0579 0.0963
H -2.1161 0.3346 2.1478
H -0.2192 -1.2698 0.8256
H -0.2569 2.3156 2.3151
H 1.9601 0.3928 -2.6231
H -0.2818 1.0990 -1.0041
H 0.8255 1.1612 1.6609
H 0.0879 -1.8290 -1.4437
H -1.8111 1.3915 0.7856
*
```

Values from the calculation:
SMILES = C=C/C=C/CCCN
HOMO-LUMO gap = 9.78 eV

The following is a quantum chemistry calculation of one molecule with the formula C7H13N in a non-equilibrium geometry, from OMol25.

Structure (ORCA input):
```
! wB97M-V def2-TZVPD RIJCOSX def2/J DEFGRID3
* xyz 0 1
N 2.6791 0.3453 -0.8455
C -1.3586 -0.4945 0.8209
C -0.5836 -2.8255 0.7700
C -0.8604 0.6359 0.3258
C -1.7596 1.6062 -0.3818
C -0.5482 -1.6323 1.3470
C 1.2907 0.6835 -1.0669
C 0.5959 0.9381 0.3014
H -2.8146 1.4773 -0.1659
H 1.1819 1.5842 -1.6535
H 3.1555 0.2778 -1.7122
H -2.4164 -0.7280 0.8913
H -1.1350 -2.9998 -0.1474
H 2.7916 -0.5376 -0.3679
H -1.4383 1.7419 -1.4136
H 0.7014 -0.0600 -1.6199
H 0.1863 -1.4021 2.1112
H -0.0326 -3.6698 1.1594
H 0.7743 1.9819 0.5912
H -1.6186 2.6182 0.0276
H 1.2092 0.4593 1.0286
*
```

Values from the calculation:
SMILES = C=C/C=C(/C)CCN
HOMO-LUMO gap = 9.83 eV

The following is a quantum chemistry calculation of an isolated ion of composition C7H13N and charge +1 in a non-equilibrium geometry, from OMol25.

Structure (ORCA input):
```
! wB97M-V def2-TZVPD RIJCOSX def2/J DEFGRID3
* xyz 1 2
N -0.9335 -2.2921 3.1406
C 0.1126 -0.2245 1.9119
C -0.5278 -0.0072 0.4949
C 0.9784 1.6238 -2.8503
C 0.3877 0.3068 -0.7111
C -0.0134 -1.7242 2.1873
C 0.5231 1.7930 -4.1267
C 0.0765 1.0651 -1.8013
H -0.9210 1.4844 -1.8463
H -1.1020 -0.8452 0.0983
H 1.0251 -2.0244 2.5710
H -0.5377 1.4904 -4.3043
H 2.0580 1.9474 -2.5924
H 1.0894 2.5049 -4.9100
H 1.4590 -0.0757 -0.6502
H -0.6599 -1.9322 4.0239
H -0.3131 -2.3451 1.2524
H -1.3775 0.7181 0.5288
H -0.4993 0.3901 2.7061
H -1.9349 -2.0106 2.8911
H 1.1103 0.1569 1.9863
*
```

Values from the calculation:
⟨S²⟩ = 0.7797
HOMO-LUMO gap (spin up / spin down) = 7.54 / 4.10 eV

The following is a quantum chemistry calculation of an isolated ion of composition C7H13N2 and charge +1 in a non-equilibrium geometry, from OMol25.

Structure (ORCA input):
```
! wB97M-V def2-TZVPD RIJCOSX def2/J DEFGRID3
* xyz 1 1
N 0.7687 -1.2581 0.1990
N 0.8262 2.3676 0.2246
C 0.0830 0.9844 -0.2277
C -2.0339 1.2608 0.7610
C 1.2944 -2.5438 -0.1416
C -0.9890 0.2575 0.5448
C -0.6503 -1.3694 0.4636
C 1.0584 -0.1077 -0.6734
C -1.3022 1.1060 -0.6810
H -2.9996 0.8171 0.6973
H 0.9727 -0.3812 -1.6990
H -2.1096 2.1580 1.3157
H -1.8834 1.0927 -1.5698
H 1.1545 -3.2127 0.7705
H 1.5398 2.3840 -0.5007
H -1.2941 -1.7463 -0.3396
H 0.6384 -2.9346 -0.9475
H 0.0106 3.0433 -0.0400
H -0.6696 -1.9488 1.3661
H 1.1400 2.5143 1.1705
H 2.3591 -2.4866 -0.3257
H 2.0857 0.0034 -0.3671
*
```

Values from the calculation:
SMILES = CN1C[C@]23C[C@H]2[C@]3([NH3+])C1
HOMO-LUMO gap = 8.97 eV

The following is a quantum chemistry calculation of C7H13N2 as an isolated structure in a non-equilibrium geometry, from OMol25.

Structure (ORCA input):
```
! wB97M-V def2-TZVPD RIJCOSX def2/J DEFGRID3
* xyz 1 1
N 0.8944 -1.3748 0.6325
N -1.5676 0.0819 -0.7297
C -2.6392 -0.1635 -0.1066
C -0.9267 -0.8911 -1.5542
C 2.2081 0.7323 1.2298
C -0.7815 1.2915 -0.5254
C 1.4842 -0.1570 0.2010
C 1.0611 1.7409 1.1092
C 0.4968 0.9489 0.2071
H -3.1839 0.6132 0.4632
H -0.8520 -0.4659 -2.5273
H 1.6402 -2.1056 0.6626
H 0.5723 -1.4709 1.6238
H 2.7436 0.6057 2.2502
H -1.3292 1.9943 0.1343
H -1.6003 -1.8097 -1.7176
H -0.0502 -1.2900 -1.1463
H 1.0238 2.7127 1.4428
H -3.1829 -1.0196 -0.4073
H -0.6969 1.8981 -1.4369
H 3.1300 1.2466 0.7216
H 2.2453 -0.2964 -0.6448
*
```

Values from the calculation:
HOMO-LUMO gap = 8.36 eV

The following is a quantum chemistry calculation of an isolated ion of composition C7H13N2 and charge +1 in a non-equilibrium geometry, from OMol25.

Structure (ORCA input):
```
! wB97M-V def2-TZVPD RIJCOSX def2/J DEFGRID3
* xyz 1 1
N 1.0547 0.7247 -0.4945
N 0.9248 1.8831 -1.1462
C -0.9847 -0.7986 2.0359
C -1.2260 -1.8207 -0.4428
C -0.3858 -1.0235 0.5845
C 2.3543 0.1444 -0.5329
C -0.1355 0.2890 -0.0232
C -0.3474 2.2990 -0.9777
C -1.0897 1.3158 -0.3330
H 3.1156 0.7843 -0.1873
H 1.6609 2.2791 -1.7706
H 2.2656 -0.7513 -0.0126
H -1.5553 -2.6614 0.1776
H -0.4961 3.3016 -1.3407
H -1.5515 0.1372 2.0858
H -0.6280 -2.2586 -1.1498
H -2.1646 -1.3199 -0.6645
H -1.7102 -1.5380 2.1318
H 2.6619 0.1906 -1.5266
H 0.5704 -1.4816 0.8159
H -0.1900 -0.9682 2.7907
H -2.1435 1.2732 -0.0197
*
```

Values from the calculation:
SMILES = CC(C)c1cc[nH][n+]1C
HOMO-LUMO gap = 11.06 eV

The following is a quantum chemistry calculation of a 2-piece molecular cluster, C7H13N2 overall in a non-equilibrium geometry, from OMol25.

Structure (ORCA input):
```
! wB97M-V def2-TZVPD RIJCOSX def2/J DEFGRID3
* xyz 1 1
N 3.9428 -0.9562 0.1837
N 2.6653 0.6583 0.6845
C -1.7417 -0.2568 -0.0346
C 2.0150 0.1460 -0.3357
C -2.0487 1.0526 0.0861
C -2.0636 2.0558 -1.0054
C -1.9164 -1.2637 1.0490
C 2.9248 -1.0132 -0.8336
C 3.7850 0.0548 1.0402
H -2.4854 -2.1236 0.7562
H -1.8469 3.1087 -0.7691
H 2.2419 -1.9194 -0.8380
H -3.1107 2.0342 -1.4091
H -2.5448 1.2637 1.0364
H -0.9156 -1.5924 1.4383
H 3.3493 -0.8060 -1.7774
H -1.5340 -0.6663 -1.0191
H 2.1304 1.3638 1.2520
H -1.3703 1.6036 -1.6797
H -2.5843 -1.0083 1.9297
H 4.5621 0.5375 1.5697
H 4.7278 -1.6186 0.2006
*
```

Values from the calculation:
HOMO-LUMO gap = 5.38 eV

The following is a quantum chemistry calculation of an isolated ion of composition C7H13N2 and charge +1 in a non-equilibrium geometry, from OMol25.

Structure (ORCA input):
```
! wB97M-V def2-TZVPD RIJCOSX def2/J DEFGRID3
* xyz 1 1
N -0.7556 -1.1707 0.9893
N 0.2665 -2.6239 -0.3043
C -0.6578 1.6678 -1.7667
C 0.5643 1.3868 1.8061
C -0.4467 -2.4237 0.8395
C 0.5832 -1.3934 -0.9691
C -0.6949 1.0121 -0.4232
C 0.5019 1.0237 0.3833
C -0.1156 -0.3299 -0.0570
H -0.5145 2.7940 -1.6643
H -0.2947 1.1220 2.4145
H 1.3606 1.3614 -0.2434
H -1.5707 1.1971 0.1605
H -1.3636 1.3093 -2.5804
H 0.2926 1.3859 -2.1755
H 0.1059 -1.6099 -1.9701
H 0.6795 -3.3344 -0.7613
H 1.6366 1.1587 2.1527
H -0.6800 -3.2346 1.4910
H -1.2020 -0.7159 1.7899
H 0.6852 2.4822 1.7844
H 1.6199 -1.0645 -0.8959
*
```

Values from the calculation:
SMILES = C[C@@H]1[C@@H](C)C12CNC=[NH+]2
HOMO-LUMO gap = 9.81 eV